Below is C10H16N5O4P in the gas phase at a distorted geometry, with properties calculated with ωB97M-V/def2-TZVPD.

```
36
Properties=species:S:1:pos:R:3:forces:R:3
O 0.673736 4.033379 0.689504 -0.40 -0.82 -0.69
O 0.730309 1.951790 3.265837 -1.94 -0.80 0.82
N -1.264312 0.103401 1.037903 0.12 0.72 1.01
N -0.646129 0.683225 -1.139589 -0.01 0.56 0.68
O -3.012459 -2.179138 -1.078433 0.35 1.16 -0.21
O 1.669486 -0.100477 2.029719 -0.38 1.78 -1.10
C 0.023230 3.088806 0.263283 0.47 2.85 0.79
C -0.587705 0.842446 0.183233 -2.12 -3.05 -1.71
C -2.107197 -0.809419 0.586585 0.28 0.25 -0.42
C -1.451981 -0.242130 -1.635520 0.41 -0.19 -0.23
C -2.245704 -1.050339 -0.771628 -0.28 -1.21 -0.43
N -1.382578 -0.390241 -3.040205 -0.29 -0.43 0.08
N 2.617719 2.505360 1.937751 0.29 -1.27 -3.11
N 0.246585 1.798265 0.659838 1.50 0.67 0.06
C -3.702485 -2.162654 -2.335131 -0.35 -0.09 -0.30
C 2.984531 -1.846357 3.176012 0.64 0.68 -0.12
C 2.600285 -0.367769 3.104208 0.99 -0.04 1.05
C -0.246378 -1.157716 -3.603475 -0.45 1.53 0.13
C -0.445929 0.373150 -3.849057 1.07 -1.35 0.78
P 1.257931 1.501468 1.978354 1.66 0.14 3.77
H -0.842582 3.356630 -0.374383 0.21 -1.11 -0.02
H -2.686290 -1.350365 1.333984 0.13 -0.10 -0.32
H 2.289122 3.352514 1.483986 0.33 0.22 -0.02
H 2.786309 2.689006 2.895672 0.10 0.30 0.96
H -3.003867 -2.363240 -3.143854 -0.02 -0.07 -0.09
H -4.139077 -1.176911 -2.510167 -0.06 -0.07 0.01
H -4.516586 -2.927263 -2.357649 0.81 0.54 0.46
H 3.655173 -2.035399 4.031475 -0.33 0.34 -0.19
H 3.518901 -2.193566 2.303636 0.05 0.00 -0.42
H 2.113175 -2.440030 3.307518 -0.80 -0.58 0.10
H 3.514993 0.264075 2.963858 -0.76 -0.46 0.07
H 2.150810 -0.133093 4.093088 0.02 0.29 -0.80
H -0.536004 -1.917277 -4.316641 0.01 0.23 -0.32
H 0.546360 -1.491998 -2.934475 -0.16 0.43 0.09
H -0.824058 0.663992 -4.803744 -0.42 0.04 -0.45
H 0.262666 1.127875 -3.431491 -0.67 -1.09 0.08
```
Positions in Å, forces in eV/Å.

Computed properties:
SMILES = CCO[P@](N)(=O)N(C=O)c1ncc(OC)c(N2CC2)n1
Molar mass = 301.2 g/mol
Net charge = 0
HOMO energy = -0.336 hartree
Energy = -35558.4285 eV
Gap between HOMO and LUMO = 0.3494 Eh

Mulliken population analysis, charges in e, atoms 1 to 2:
1. O -0.573
2. O -0.755



Below is C5H6O2 in the gas phase at a distorted geometry, with properties calculated with ωB97M-V/def2-TZVPD.

```
13
Properties=species:S:1:pos:R:3:forces:R:3
C 0.323147 1.144744 -0.489631 2.47 -0.47 3.78
C 1.342135 -0.034565 0.046376 -3.37 -2.38 -2.75
C -0.667947 -0.923453 -0.437374 0.99 -3.31 0.81
C -0.907360 0.458321 -0.026474 0.18 2.13 -2.33
C -0.526720 -0.394379 1.000933 0.88 -2.13 0.26
H 0.712892 1.979753 0.115454 -0.83 0.42 -0.85
H 0.228330 1.159835 -1.504723 0.82 0.90 -2.78
H 2.409634 -0.196577 -0.211738 -0.70 0.82 1.03
H -1.369027 -1.730717 -0.730448 0.47 0.99 0.24
H -1.908791 0.744438 -0.048337 -1.25 1.23 -0.29
H -1.134872 -0.670794 1.743063 -2.01 -1.02 2.83
O 0.694066 -1.206860 -0.777918 0.01 2.19 0.43
O 0.804513 -0.329751 1.320819 2.34 0.62 -0.38
```
Positions in Å, forces in eV/Å.

Computed properties:
SMILES = C1[C@@H]2O[C@@H]3[C@H]1[C@@H]3O2
Energy above the lowest of the compared OMol25 structures with the same formula, charge and spin = 323.4 kJ/mol
Molar mass = 98.1 g/mol
Net charge = 0
HOMO energy = -0.323 hartree
Energy = -9373.7434 eV
Gap between HOMO and LUMO = 0.3600 Eh

Mulliken population analysis, charges in e, atoms 1 to 2:
1. C -0.304
2. C -0.258



Below is C5H8O in the gas phase, with properties calculated with ωB97M-V/def2-TZVPD.

```
14
Properties=species:S:1:pos:R:3:forces:R:3
O -0.505794 2.256570 0.133701 0.04 -0.02 0.07
C -0.298937 1.418694 1.115211 0.42 0.05 -0.37
C -1.298253 -0.910921 -0.165067 0.15 -0.10 -0.14
C 0.187781 -0.900898 0.187730 -0.08 -0.09 0.06
C 1.152169 -0.067090 -0.610819 -0.02 0.03 -0.17
C 0.731327 0.383073 0.773984 0.00 0.08 0.31
H 0.096245 2.119676 -0.633895 -0.08 -0.12 0.11
H -1.863448 -0.374654 0.595768 -0.14 -0.07 -0.05
H -1.494284 -0.441017 -1.135123 0.05 -0.02 0.15
H -1.689424 -1.926305 -0.214134 0.08 -0.02 -0.03
H 0.584619 -1.824981 0.608004 -0.13 0.25 -0.06
H 0.757905 0.413523 -1.507083 0.03 -0.04 0.17
H 2.176622 -0.416382 -0.717701 -0.22 0.10 0.01
H 1.463477 0.270710 1.569429 -0.10 -0.04 -0.07
```
Positions in Å, forces in eV/Å.

Computed properties:
Energy above the lowest of the compared OMol25 structures with the same formula, charge and spin = 347.8 kJ/mol
Molar mass = 84.1 g/mol
Net charge = 0
HOMO energy = -0.311 hartree
Energy = -7358.6510 eV
Gap between HOMO and LUMO = 0.3426 Eh

Mulliken population analysis, charges in e, atoms 1 to 2:
1. O -0.232
2. C -0.666



Number 1: LUMO energy 0.0138 Eh. Number 2: LUMO energy 0.0370 Eh. Number 3: LUMO energy 0.0314 Eh.